The following is a DFT calculation (the ωB97M-V functional and the def2-TZVPD basis) of a molecular structure, C5H11B in a non-equilibrium geometry.

Calculated values
**HOMO level**: -8.932 eV
**Relative energy (zero: lowest compared OMol25 entry of this formula, charge and spin)**: 53.17 kcal per mole
**Lowest unoccupied orbital energy**: 0.4 eV

Each line ends with the natural charge from an NBO analysis.
CARTESIAN COORDINATES (ANGSTROEM)
1 B -0.416 -0.270 -0.111  0.908
2 C -2.839 0.344 -0.254  -0.247
3 C -1.900 -0.554 -0.219  -0.634
4 C 0.317 1.503 -0.817  -0.918
5 C 2.230 -0.587 0.535  -0.586
6 C 0.734 -1.033 0.584  -0.842
7 H -3.835 0.128 -0.212  0.189
8 H -2.477 1.393 -0.422  0.199
9 H -2.252 -1.593 -0.010  0.207
10 H 0.702 1.933 0.125  0.208
11 H -0.312 2.230 -1.324  0.206
12 H 1.142 1.164 -1.464  0.207
13 H 2.490 -0.284 -0.459  0.208
14 H 2.174 0.166 1.330  0.205
15 H 2.938 -1.314 0.905  0.204
16 H 0.798 -2.043 0.188  0.241
17 H 0.507 -1.183 1.624  0.244


The following is a DFT calculation (the ωB97M-V functional and the def2-TZVPD basis) of a molecular structure, C5H11BaO4 in a non-equilibrium geometry.

Calculated values
**HOMO level (spin up / spin down)**: -6.498 / -5.882 eV
**Relative energy (zero: lowest compared OMol25 entry of this formula, charge and spin)**: 157.94 kcal per mole
**Multiplicity**: 2
**⟨S²⟩**: 0.784
**Lowest unoccupied orbital energy (spin up / spin down)**: -0.8 / -0.8 eV

Each line ends with the Mulliken spin population.
CARTESIAN COORDINATES (ANGSTROEM)
1 C -1.521 0.975 -2.598  0.000
2 O -0.735 -0.120 -2.948  -0.001
3 C -0.976 1.680 -1.356  0.002
4 O -0.721 0.646 -0.394  0.005
5 C 0.081 0.982 0.737  -0.047
6 C 0.534 -0.299 1.362  0.495
7 O 0.900 -1.235 0.385  0.048
8 C 1.694 -2.338 0.846  -0.005
9 Ba -0.010 -1.190 -1.672  0.010
10 H -2.567 0.670 -2.392  0.000
11 H -1.562 1.729 -3.405  0.000
12 H -1.683 2.410 -0.938  0.001
13 H -0.023 2.186 -1.581  -0.002
14 H -0.491 1.578 1.460  0.001
15 H 0.940 1.590 0.404  0.025
16 H -0.167 -0.549 2.941  -0.105
17 H 2.061 -2.885 -0.027  0.001
18 H 2.541 -1.962 1.434  0.001
19 H 1.051 -2.985 1.455  -0.004
20 H 1.337 -0.190 2.104  0.006
21 O -0.684 -0.691 4.183  0.568


The following is a DFT calculation (the ωB97M-V functional and the def2-TZVPD basis) of a molecular structure, C5H11Cl2OP in a non-equilibrium geometry.

Calculated values
**HOMO level (spin up / spin down)**: -8.433 / -8.175 eV
**Relative energy (zero: lowest compared OMol25 entry of this formula, charge and spin)**: 46.29 kcal per mole
**Lowest unoccupied orbital energy (spin up / spin down)**: -1.2 / -0.1 eV

Each line ends with the natural charge from an NBO analysis.
CARTESIAN COORDINATES (ANGSTROEM)
1 C 2.027 2.296 -1.963  -0.633
2 C -1.040 -2.766 1.013  -0.687
3 C 0.973 2.017 -0.821  -0.762
4 C -1.581 -0.319 1.904  -0.431
5 C -1.575 -1.324 0.745  -0.085
6 O 2.167 0.055 0.585  -1.044
7 P 0.997 0.241 -0.268  1.553
8 Cl -1.018 1.314 1.350  -0.044
9 Cl 1.168 -1.176 -1.880  -0.371
10 H 1.651 2.016 -2.948  0.221
11 H 2.386 3.415 -2.085  0.227
12 H 2.925 1.629 -1.876  0.227
13 H -1.669 -3.557 0.681  0.223
14 H -0.170 -2.756 0.292  0.256
15 H -0.883 -2.868 2.107  0.214
16 H -0.010 2.317 -1.093  0.235
17 H 1.162 2.504 0.207  0.260
18 H -2.585 -0.175 2.268  0.232
19 H -0.853 -0.778 2.661  0.233
20 H -2.173 -1.198 -0.081  0.176


The following is a DFT calculation (the ωB97M-V functional and the def2-TZVPD basis) of a gas-phase ion, C5H11ClN5 (charge +1) in a non-equilibrium geometry.

Calculated values
**Charge**: +1
**HOMO level (spin up / spin down)**: -9.140 / -13.317 eV
**Multiplicity**: 3
**⟨S²⟩**: 2.011
**Lowest unoccupied orbital energy (spin up / spin down)**: -2.7 / -7.8 eV

Each line ends with the Mulliken spin population.
CARTESIAN COORDINATES (ANGSTROEM)
1 C -1.735 -1.120 1.551  0.024
2 C -1.809 -0.346 -0.811  0.473
3 C -0.083 1.350 -0.458  0.101
4 C 2.964 0.304 0.652  0.028
5 C 2.086 0.304 -0.582  -0.020
6 N -0.720 0.347 -0.988  0.587
7 N -2.390 -0.719 0.414  0.017
8 N -0.550 -0.725 1.730  0.133
9 N -2.499 -0.702 -1.894  0.337
10 N 1.181 1.366 -0.341  0.222
11 Cl -0.971 2.806 0.096  0.099
12 H -2.277 -1.718 2.281  0.008
13 H 3.750 -0.461 0.526  -0.001
14 H 3.402 1.291 0.649  0.000
15 H 2.440 0.183 1.528  -0.002
16 H 2.723 0.570 -1.492  0.014
17 H 1.565 -0.668 -0.718  0.000
18 H -3.398 -1.042 0.269  -0.005
19 H -0.005 -1.230 2.447  0.003
20 H -2.165 -0.487 -2.845  -0.005
21 H -3.274 -1.451 -2.043  -0.002
22 H 1.767 2.148 0.028  -0.011


The following is a DFT calculation (the ωB97M-V functional and the def2-TZVPD basis) of a molecular structure, C5H11CuO4 in a non-equilibrium geometry.

Calculated values
**HOMO level**: -7.655 eV
**Relative energy (zero: lowest compared OMol25 entry of this formula, charge and spin)**: 27.73 kcal per mole
**Lowest unoccupied orbital energy**: -0.3 eV

Each line ends with the natural charge from an NBO analysis.
CARTESIAN COORDINATES (ANGSTROEM)
1 C -0.467 -2.802 -0.308  -0.646
2 C -0.689 -1.983 0.956  -0.036
3 O 0.275 -1.162 1.489  -1.017
4 H -1.218 -3.606 -0.378  0.210
5 H -0.647 -2.191 -1.205  0.186
6 H 0.488 -3.346 -0.264  0.201
7 H -1.073 -2.666 1.745  0.129
8 H -1.494 -1.248 0.716  0.103
9 O -0.549 1.636 0.743  -0.487
10 C 0.020 0.857 -0.199  1.062
11 O 1.258 0.769 -0.201  -0.747
12 O -0.630 0.983 -1.375  -0.506
13 C 0.013 0.517 -2.558  -0.259
14 H 0.835 1.178 -2.863  0.195
15 H 0.445 -0.478 -2.374  0.199
16 H -0.763 0.472 -3.328  0.201
17 C -1.958 1.615 0.972  -0.256
18 H -2.460 2.327 0.305  0.184
19 H -2.386 0.619 0.807  0.197
20 H -2.090 1.910 2.018  0.205
21 Cu 2.140 -0.723 0.914  0.880


The following is a DFT calculation (the ωB97M-V functional and the def2-TZVPD basis) of a molecular structure, C5H11CuO4 in a non-equilibrium geometry.

Calculated values
**HOMO level**: -8.702 eV
**Relative energy (zero: lowest compared OMol25 entry of this formula, charge and spin)**: 5.63 kcal per mole
**Lowest unoccupied orbital energy**: -0.8 eV

Each line ends with the natural charge from an NBO analysis.
CARTESIAN COORDINATES (ANGSTROEM)
1 O 0.487 0.873 0.069  -0.513
2 C -0.121 -0.071 0.826  1.072
3 O 0.549 -0.866 1.520  -0.849
4 O -1.257 0.490 1.313  -0.508
5 C -1.908 -0.237 2.348  -0.256
6 H -2.878 0.248 2.498  0.195
7 H -2.047 -1.290 2.061  0.192
8 H -1.311 -0.208 3.270  0.187
9 C 1.795 0.543 -0.409  -0.070
10 H 2.461 0.369 0.448  0.188
11 H 1.736 -0.401 -0.974  0.174
12 C 2.282 1.678 -1.277  -0.624
13 H 1.549 1.914 -2.060  0.219
14 H 2.460 2.580 -0.677  0.214
15 H 3.225 1.390 -1.759  0.213
16 Cu 0.538 -2.645 0.364  0.910
17 O -0.808 -1.475 -0.528  -0.971
18 C -1.526 -0.865 -1.539  -0.227
19 H -2.166 -1.588 -2.082  0.154
20 H -2.191 -0.075 -1.129  0.160
21 H -0.870 -0.365 -2.283  0.140


The following is a DFT calculation (the ωB97M-V functional and the def2-TZVPD basis) of a molecular structure, C5H11EuO3 in a non-equilibrium geometry.

Calculated values
**Charge**: +1
**HOMO level (spin up / spin down)**: -11.123 / -11.152 eV
**Relative energy (zero: lowest compared OMol25 entry of this formula, charge and spin)**: 66.95 kcal per mole
**Multiplicity**: 8
**⟨S²⟩**: 15.760
**Lowest unoccupied orbital energy (spin up / spin down)**: -4.2 / -4.2 eV

Each line ends with the Mulliken spin population.
CARTESIAN COORDINATES (ANGSTROEM)
1 O -0.424 1.128 0.559  -0.005
2 H -0.204 1.043 1.868  0.000
3 C 2.328 -1.567 -1.126  0.000
4 O 1.132 -0.909 -0.722  0.005
5 C 0.871 0.367 -1.317  -0.008
6 C 0.734 1.393 -0.209  0.002
7 H 2.303 -2.570 -0.689  0.000
8 H 2.339 -1.620 -2.223  0.000
9 H 3.206 -1.016 -0.765  0.000
10 H -0.044 0.278 -1.916  0.001
11 H 1.694 0.661 -1.980  -0.001
12 H 0.604 2.380 -0.668  0.000
13 H 1.626 1.416 0.433  -0.001
14 C -2.968 -0.326 0.756  0.002
15 C -2.213 0.553 1.574  -0.015
16 O -1.195 -0.053 2.310  -0.016
17 Eu -0.259 -1.644 0.923  7.037
18 H -3.509 -1.130 1.268  -0.001
19 H -3.426 0.147 -0.117  0.000
20 H -2.594 1.469 2.040  0.000


The following is a DFT calculation (the ωB97M-V functional and the def2-TZVPD basis) of 2 unconnected molecules or ions with the total composition C5H11F2NO3P in a non-equilibrium geometry.

Calculated values
**Charge**: -1
**HOMO level**: -4.724 eV
**Relative energy (zero: lowest compared OMol25 entry of this formula, charge and spin)**: 45.64 kcal per mole
**Lowest unoccupied orbital energy**: 3.5 eV

Each line ends with the natural charge from an NBO analysis.
CARTESIAN COORDINATES (ANGSTROEM)
1 C 2.378 -1.605 0.733  -0.618
2 C 1.957 1.277 -0.087  -0.618
3 C 1.018 -0.837 0.805  -0.413
4 C 0.799 0.346 -0.226  -0.321
5 C -0.592 1.011 0.038  0.460
6 N -3.907 0.849 -1.185  -0.530
7 O -2.185 -1.801 0.926  -1.127
8 O -2.112 -1.311 -1.610  -1.156
9 O -3.600 0.038 -0.074  -0.679
10 F -0.596 1.631 1.281  -0.398
11 F -0.833 2.106 -0.780  -0.403
12 P -2.237 -0.843 -0.215  2.253
13 H 3.115 -0.857 0.971  0.188
14 H 2.462 -2.321 1.509  0.204
15 H 2.628 -2.161 -0.208  0.198
16 H 2.089 1.414 0.971  0.204
17 H 1.824 2.172 -0.712  0.209
18 H 2.830 0.805 -0.451  0.195
19 H 0.245 -1.638 0.559  0.244
20 H 0.736 -0.666 1.991  0.218
21 H 0.878 -0.070 -1.207  0.217
22 H -3.714 1.797 -1.069  0.325
23 H -3.184 0.665 -1.960  0.350